1.
# C8H6Br2O2S

A structure of composition C8H6Br2O2S in a non-equilibrium geometry (ωB97M-V/def2-TZVPD, OMol25).

```
19
Properties=species:S:1:pos:R:3:forces:R:3
C -0.326 -0.935 1.548 0.0 0.0 0.3
C -0.152 -0.899 -1.413 0.8 3.4 2.4
C 0.964 -0.751 1.221 -0.6 -0.3 1.4
C 1.122 -0.722 -1.053 0.5 -0.3 -1.1
C -1.399 -0.299 0.761 -0.4 0.6 -0.1
C -1.342 -0.218 -0.828 -2.4 -2.2 -0.9
C 1.470 0.120 0.137 -0.8 0.6 -1.2
C -1.345 1.014 0.009 4.2 -0.3 0.0
O 0.820 2.099 -1.543 -0.3 -0.2 -0.1
O 0.862 2.702 0.844 -0.4 -0.4 0.1
S 0.567 1.738 -0.180 -1.3 -0.6 1.1
Br 3.330 0.559 0.262 0.0 0.0 0.1
Br -2.565 2.375 0.333 -0.3 0.1 -0.4
H -0.633 -1.642 2.391 0.6 1.0 -1.5
H -0.270 -1.507 -2.192 -1.0 -2.3 -3.0
H 1.703 -1.396 1.649 0.4 0.0 0.5
H 1.921 -1.190 -1.670 -0.6 0.3 0.9
H -2.401 -0.482 1.105 -0.3 -0.1 0.2
H -2.325 -0.563 -1.382 1.9 1.0 1.4
```
Forces are in eV/Å.

Output
energy: -6005.00381 Ha
energy above the lowest of the compared OMol25 structures with the same formula, charge and spin: 27.7 kcal per mole

Here are the Mulliken charges for atoms 1 to 2, given in e:
1. C -0.4348
2. C -0.6322


2.
# C16H48AlO28S3Y

A structure of composition C16H48AlO28S3Y in a non-equilibrium geometry (ωB97M-V/def2-TZVPD, OMol25).

```
97
Properties=species:S:1:pos:R:3:forces:R:3
Y 6.619 -12.521 -16.281 -0.8 1.8 0.3
Al 2.637 -9.280 -13.768 0.6 -0.8 -1.1
S 6.583 -10.093 -14.650 1.9 3.3 0.3
O 6.587 -11.523 -14.284 -0.2 -2.4 1.5
O 5.305 -9.475 -14.376 -0.6 0.2 0.2
O 7.730 -9.350 -14.147 -1.1 -0.7 0.5
O 6.813 -10.264 -16.112 0.3 -0.4 -2.5
S 7.313 -15.313 -15.844 0.6 1.4 -0.9
O 6.330 -16.224 -15.255 -0.4 -1.1 0.5
O 6.734 -14.603 -17.001 -0.6 -0.8 -2.4
O 7.491 -14.134 -14.968 0.9 0.0 2.1
O 8.543 -15.980 -16.189 -0.6 -0.5 0.6
S 3.685 -12.520 -15.855 -0.5 2.8 -1.6
O 3.068 -11.620 -14.925 -0.8 -0.2 1.2
O 2.740 -13.355 -16.611 0.1 -0.2 0.2
O 4.507 -11.679 -16.776 0.3 -0.1 -1.2
O 4.751 -13.340 -15.274 0.8 -2.5 1.6
C 1.717 -13.017 -12.612 -0.3 0.4 0.5
C 0.978 -14.058 -11.790 -0.6 -1.0 -0.9
O 1.611 -14.528 -10.604 0.3 0.6 -0.2
O 1.769 -11.695 -12.074 -0.5 0.1 0.2
H 1.191 -12.908 -13.556 0.1 -0.1 -0.1
H 2.745 -13.332 -12.805 -0.1 -0.3 -0.1
H 0.882 -14.890 -12.497 0.5 -0.3 0.3
H -0.087 -13.886 -11.581 0.2 0.9 0.1
H 1.645 -13.764 -10.016 0.0 -0.3 0.2
H 2.160 -11.725 -11.196 0.2 0.1 -0.1
C 3.820 -11.795 -19.897 -1.5 0.7 1.2
C 4.373 -11.707 -21.293 0.2 -0.2 0.7
O 5.755 -12.071 -21.332 -0.1 -0.2 -0.1
O 3.520 -13.100 -19.393 1.0 -0.4 -0.4
H 2.823 -11.336 -19.772 0.2 0.7 -1.1
H 4.418 -11.187 -19.205 0.5 -0.5 -0.1
H 4.347 -10.647 -21.547 -0.3 -0.1 -0.3
H 3.779 -12.330 -21.963 0.0 0.2 -0.2
H 5.819 -12.953 -21.706 0.1 0.0 0.1
H 3.074 -12.927 -18.556 0.1 -0.3 0.1
C 3.543 -8.266 -17.686 0.7 0.4 0.8
C 5.030 -7.918 -17.849 0.2 -0.6 -0.5
O 5.810 -9.042 -18.225 0.0 -0.5 -0.3
O 3.328 -8.997 -16.474 0.1 -0.5 -0.3
H 3.191 -8.878 -18.523 0.1 0.2 -0.2
H 2.977 -7.335 -17.606 -0.1 -0.1 -0.1
H 5.466 -7.511 -16.934 -0.4 0.3 0.1
H 5.132 -7.214 -18.680 -0.1 0.2 0.2
H 6.304 -9.434 -17.470 -0.6 0.6 -0.1
H 3.812 -9.829 -16.634 -0.1 0.1 0.5
C 6.699 -10.769 -10.841 -0.3 0.2 -1.3
C 5.213 -11.103 -10.777 -0.2 -0.2 0.5
O 4.603 -11.015 -12.060 -0.1 0.2 0.4
O 7.376 -11.706 -11.657 0.1 -0.8 0.7
H 7.171 -10.696 -9.864 0.0 -0.3 0.0
H 6.821 -9.811 -11.362 -0.3 0.3 0.4
H 4.685 -10.450 -10.075 0.0 0.4 -0.3
H 5.011 -12.109 -10.385 0.5 -0.1 0.1
H 4.853 -11.801 -12.559 -0.1 0.2 -0.3
H 6.904 -11.802 -12.502 0.4 0.4 0.0
C -0.705 -14.000 -16.903 0.0 0.8 -0.3
C -0.422 -14.383 -15.460 0.2 0.4 -0.2
O 0.879 -14.898 -15.235 -0.1 -0.6 -0.2
O 0.012 -12.814 -17.291 0.0 -0.2 0.2
H -1.762 -13.773 -17.055 0.0 0.1 0.3
H -0.495 -14.773 -17.648 0.2 -0.4 0.4
H -1.204 -15.085 -15.160 0.4 -0.4 0.2
H -0.519 -13.514 -14.796 -0.4 0.3 -0.3
H 1.552 -14.363 -15.700 -0.5 -0.1 0.2
H 0.946 -13.061 -17.320 0.1 0.1 -0.1
C 2.417 -17.451 -17.911 0.0 0.3 -0.4
C 3.534 -16.432 -17.899 0.1 0.6 0.9
O 3.691 -16.047 -16.529 0.2 0.4 -0.2
O 2.851 -18.670 -17.340 -0.3 0.1 -0.6
H 2.029 -17.505 -18.939 0.4 -0.6 -0.2
H 1.564 -17.045 -17.357 0.2 0.2 0.3
H 3.299 -15.571 -18.534 -0.2 0.1 0.2
H 4.544 -16.722 -18.216 -0.2 -0.8 -0.2
H 3.699 -15.075 -16.498 -0.1 -0.1 0.0
H 2.115 -19.282 -17.443 0.2 -0.2 0.2
C -0.057 -9.568 -16.570 1.6 -0.3 0.2
C -0.288 -8.220 -15.935 -0.2 0.0 -1.3
O 0.937 -7.632 -15.525 0.5 -0.5 0.7
O 0.483 -10.442 -15.581 -0.4 0.1 0.6
H 0.732 -9.480 -17.325 -0.3 0.3 -0.3
H -0.959 -9.950 -17.050 -0.2 0.0 0.2
H -1.023 -8.346 -15.136 0.0 0.4 0.1
H -0.630 -7.600 -16.773 -0.7 0.1 0.3
H 0.791 -6.731 -15.224 -0.2 0.0 0.0
H 0.560 -11.339 -15.937 -0.1 0.1 -0.2
C 5.507 -16.207 -11.549 -0.6 0.3 -0.3
C 5.298 -15.021 -12.481 0.9 -0.5 0.3
O 4.461 -15.324 -13.548 0.7 -0.2 0.1
O 5.977 -17.301 -12.304 0.1 0.0 -0.1
H 4.534 -16.416 -11.094 0.2 -0.3 0.3
H 6.246 -15.880 -10.815 -0.2 0.0 0.2
H 6.298 -14.663 -12.773 -0.2 0.2 -0.6
H 4.867 -14.195 -11.885 -0.1 0.1 0.0
H 4.649 -14.672 -14.258 -0.3 0.2 -0.3
H 6.566 -17.841 -11.772 0.0 0.0 0.1
```
Forces are in eV/Å.

Output
energy: -4220.35181 Ha
energy above the lowest of the compared OMol25 structures with the same formula, charge and spin: 8.0 kcal per mole

Here are the Mulliken charges for atoms 1 to 2, given in e:
1. Y 0.9695
2. Al 0.5268


3.
# C9H22N

A cluster of 2 separate species, C9H22N in total in a non-equilibrium geometry (ωB97M-V/def2-TZVPD, OMol25).

```
32
Properties=species:S:1:pos:R:3:forces:R:3
C 1.822 0.975 2.532 0.0 0.0 0.3
C 1.575 -0.088 1.460 0.2 -0.3 0.0
C 1.091 2.276 2.193 -0.1 0.2 0.2
C 1.981 0.424 0.076 0.1 -0.1 -0.1
C 1.497 2.788 0.810 0.0 0.3 0.0
C 1.250 1.725 -0.263 0.2 0.1 -0.3
H 2.908 1.179 2.590 -0.4 -0.1 0.0
H 1.496 0.601 3.522 0.2 0.2 -0.4
H 0.497 -0.339 1.446 0.2 0.0 0.1
H 2.133 -1.013 1.703 -0.3 0.4 -0.1
H 1.302 3.044 2.962 -0.2 -0.4 -0.3
H 0.000 2.085 2.198 0.3 0.1 0.1
H 1.769 -0.344 -0.692 0.2 0.2 0.2
H 3.071 0.615 0.071 -0.4 -0.2 -0.1
H 2.575 3.039 0.823 -0.4 0.0 -0.1
H 0.939 3.713 0.566 0.3 -0.4 0.1
H 1.576 2.099 -1.252 -0.2 -0.2 0.4
H 0.163 1.521 -0.321 0.2 0.1 0.0
C -1.381 -2.966 -1.069 0.2 -1.0 0.2
C -1.699 -1.194 -2.743 0.0 0.2 -1.0
C -2.978 -1.147 -0.644 -0.9 0.3 0.5
N -1.694 -1.528 -1.293 0.6 0.4 0.3
H -0.408 -3.227 -1.520 -0.4 0.3 0.2
H -2.162 -3.593 -1.532 0.3 0.4 0.2
H -1.341 -3.193 0.009 -0.1 0.3 -0.5
H -2.490 -1.768 -3.254 0.3 0.2 0.4
H -1.892 -0.118 -2.893 0.1 -0.5 0.3
H -0.728 -1.444 -3.203 -0.4 0.1 0.4
H -3.806 -1.720 -1.094 0.5 0.2 0.1
H -2.948 -1.363 0.437 0.2 0.0 -0.5
H -3.179 -0.071 -0.782 0.3 -0.5 0.0
H -0.936 -0.968 -0.843 -0.6 -0.4 -0.3
```
Forces are in eV/Å.

Output
energy: -410.62642 Ha
energy above the lowest of the compared OMol25 structures with the same formula, charge and spin: 0.0 kcal per mole
net charge: +1

Here are the Mulliken charges for atoms 1 to 2, given in e:
1. C -0.7174
2. C -0.3196


4.
# C53H50F7N2

A cluster of 8 separate species, C53H50F7N2 in total in a non-equilibrium geometry (ωB97M-V/def2-TZVPD, OMol25).

```
112
Properties=species:S:1:pos:R:3:forces:R:3
C 2.186 -3.354 2.225 -0.7 0.8 0.0
C 2.506 -2.947 0.751 1.0 -0.5 -0.5
N 3.290 -3.750 0.106 -0.7 0.8 0.3
C 1.884 -1.651 0.075 -1.3 0.2 2.0
N 0.543 -1.415 0.659 0.6 -0.5 -1.2
C -0.450 -2.094 -0.189 0.1 1.1 1.4
C -1.678 -2.521 0.684 -1.5 -0.4 -0.2
C -1.545 -3.138 1.995 -1.7 -0.3 0.4
C -2.708 -3.569 2.788 -0.2 1.1 -2.6
C -4.052 -3.348 2.250 2.6 0.3 -0.8
C -4.160 -2.736 0.937 -0.4 0.4 0.1
C -5.605 -2.524 0.338 1.0 -0.4 0.0
C -3.025 -2.296 0.133 0.9 -1.6 3.0
H 3.088 -3.396 2.886 -0.5 -0.1 -0.9
H 1.679 -4.356 2.254 0.5 0.9 -0.1
H 1.479 -2.606 2.678 0.6 -0.6 -0.6
H 3.410 -3.348 -0.834 0.0 -0.2 0.1
H 1.856 -1.733 -1.050 0.4 -0.3 0.7
H 2.524 -0.758 0.336 -0.2 -0.8 -0.2
H 0.002 -2.984 -0.727 -0.7 0.5 0.3
H -0.854 -1.325 -0.931 0.1 -1.2 0.1
H -0.555 -3.319 2.476 -0.8 0.4 -0.9
H -2.569 -4.063 3.775 -0.1 0.5 -0.8
H -4.913 -3.669 2.877 0.5 0.5 -0.9
H -5.723 -3.316 -0.458 -0.3 0.9 0.7
H -5.691 -1.506 -0.124 0.0 -0.9 0.3
H -6.395 -2.637 1.121 0.6 0.0 -0.7
H -3.127 -1.831 -0.876 -0.1 -0.4 1.0
F -1.850 -1.698 -3.579 -0.1 0.1 0.0
C -1.162 -2.639 -4.242 0.3 -0.4 -0.2
C -1.693 -3.910 -4.363 -0.2 -0.1 0.1
C -0.982 -4.882 -5.054 0.2 0.2 0.0
C 0.257 -4.576 -5.606 0.0 -0.1 -0.1
C 0.782 -3.297 -5.472 -0.2 -0.1 0.1
C 0.068 -2.320 -4.791 0.1 0.2 0.0
H -2.656 -4.132 -3.919 0.0 0.1 0.0
H -1.393 -5.879 -5.161 0.0 0.1 0.0
H 0.813 -5.338 -6.141 0.0 0.1 0.0
H 1.749 -3.061 -5.899 -0.1 0.0 0.0
H 0.458 -1.316 -4.685 0.0 0.0 0.1
F 2.191 5.443 2.273 0.1 -0.3 0.7
C 2.061 4.095 2.351 -0.1 -1.0 0.1
C 1.229 3.452 1.456 -0.1 0.3 -0.1
C 1.091 2.073 1.524 0.0 0.1 0.0
C 1.778 1.356 2.492 0.1 -0.3 0.2
C 2.610 2.013 3.393 -0.2 0.2 -0.3
C 2.758 3.396 3.319 0.2 0.2 0.2
H 0.695 4.030 0.712 0.1 0.0 0.0
H 0.447 1.554 0.823 0.1 -0.1 0.1
H 1.661 0.278 2.543 -0.1 0.0 -0.2
H 3.143 1.452 4.151 0.0 0.1 0.0
H 3.407 3.927 4.004 0.0 0.0 0.0
F -0.155 3.129 -1.370 0.1 0.0 -0.1
C -1.465 3.198 -1.075 -0.7 0.0 0.1
C -1.959 4.328 -0.446 0.3 0.2 0.1
C -3.314 4.399 -0.147 0.0 -0.3 -0.1
C -4.154 3.339 -0.470 -0.1 0.0 0.0
C -3.642 2.209 -1.097 0.1 0.2 0.1
C -2.290 2.139 -1.407 0.1 -0.2 -0.2
H -1.285 5.140 -0.193 -0.3 -0.4 -0.1
H -3.714 5.281 0.339 0.1 0.0 0.0
H -5.210 3.395 -0.231 0.1 0.0 0.0
H -4.296 1.381 -1.344 0.1 0.0 0.0
H -1.875 1.269 -1.903 0.0 0.0 0.1
F -0.099 6.597 0.019 0.2 0.3 0.1
C 0.902 7.386 -0.423 0.6 0.4 -0.2
C 2.123 7.347 0.224 0.1 -0.2 0.3
C 3.158 8.153 -0.234 -0.3 0.1 -0.3
C 2.954 8.994 -1.324 0.1 0.0 0.0
C 1.718 9.025 -1.960 0.1 -0.1 0.2
C 0.686 8.211 -1.511 -0.3 0.0 -0.1
H 2.256 6.687 1.079 -0.1 0.5 -0.7
H 4.122 8.127 0.258 -0.1 0.0 0.0
H 3.761 9.626 -1.677 -0.1 0.0 0.0
H 1.559 9.683 -2.806 0.0 -0.1 0.0
H -0.281 8.214 -1.999 0.0 0.0 0.0
F 1.696 -2.923 -8.607 0.1 -0.1 0.0
C 0.935 -2.051 -9.290 -0.3 0.4 -0.3
C 0.908 -2.114 -10.672 0.1 -0.2 -0.1
C 0.117 -1.216 -11.377 0.0 0.1 0.2
C -0.626 -0.260 -10.694 0.0 0.0 -0.1
C -0.585 -0.205 -9.306 0.1 -0.1 -0.2
C 0.196 -1.109 -8.598 0.0 0.0 0.3
H 1.500 -2.861 -11.186 0.0 0.0 0.1
H 0.082 -1.260 -12.459 0.0 0.0 0.1
H -1.239 0.443 -11.246 0.0 0.0 0.0
H -1.162 0.542 -8.774 0.0 -0.1 0.0
H 0.233 -1.088 -7.516 0.0 -0.1 0.0
F -5.278 -1.843 4.962 -0.1 -0.1 0.0
C -4.568 -0.717 5.161 0.4 0.6 0.1
C -5.123 0.309 5.906 -0.3 -0.1 0.1
C -4.390 1.470 6.117 0.2 -0.1 -0.1
C -3.117 1.596 5.571 0.0 0.1 0.0
C -2.574 0.560 4.820 -0.2 0.1 0.1
C -3.301 -0.606 4.617 0.1 -0.2 -0.1
H -6.119 0.195 6.317 0.0 0.0 0.0
H -4.811 2.277 6.706 0.0 -0.1 0.0
H -2.548 2.504 5.732 0.0 -0.1 0.0
H -1.584 0.660 4.390 -0.1 -0.1 0.0
H -2.889 -1.427 4.041 -0.1 0.1 0.0
F 3.135 -4.228 5.492 0.0 0.0 0.0
C 4.308 -3.864 6.027 0.4 0.1 0.2
C 5.455 -4.556 5.681 0.0 -0.2 -0.1
C 6.671 -4.174 6.233 -0.2 0.2 0.1
C 6.725 -3.114 7.130 0.1 0.0 0.0
C 5.564 -2.431 7.473 0.1 -0.2 -0.1
C 4.348 -2.803 6.914 -0.2 0.1 0.1
H 5.392 -5.384 4.986 0.0 0.1 0.0
H 7.577 -4.704 5.963 -0.1 0.0 0.0
H 7.674 -2.820 7.563 -0.1 0.0 0.0
H 5.606 -1.607 8.175 0.0 0.0 -0.1
H 3.435 -2.277 7.162 0.0 0.0 0.0
```
Forces are in eV/Å.

Output
energy: -2858.07814 Ha
net charge: -1

Here are the Mulliken charges for atoms 1 to 2, given in e:
1. C -0.8215
2. C 0.8765


Please write out number 3 again, unchanged.
# C9H22N

A cluster of 2 separate species, C9H22N in total in a non-equilibrium geometry (ωB97M-V/def2-TZVPD, OMol25).

```
32
Properties=species:S:1:pos:R:3:forces:R:3
C 1.822 0.975 2.532 0.0 0.0 0.3
C 1.575 -0.088 1.460 0.2 -0.3 0.0
C 1.091 2.276 2.193 -0.1 0.2 0.2
C 1.981 0.424 0.076 0.1 -0.1 -0.1
C 1.497 2.788 0.810 0.0 0.3 0.0
C 1.250 1.725 -0.263 0.2 0.1 -0.3
H 2.908 1.179 2.590 -0.4 -0.1 0.0
H 1.496 0.601 3.522 0.2 0.2 -0.4
H 0.497 -0.339 1.446 0.2 0.0 0.1
H 2.133 -1.013 1.703 -0.3 0.4 -0.1
H 1.302 3.044 2.962 -0.2 -0.4 -0.3
H 0.000 2.085 2.198 0.3 0.1 0.1
H 1.769 -0.344 -0.692 0.2 0.2 0.2
H 3.071 0.615 0.071 -0.4 -0.2 -0.1
H 2.575 3.039 0.823 -0.4 0.0 -0.1
H 0.939 3.713 0.566 0.3 -0.4 0.1
H 1.576 2.099 -1.252 -0.2 -0.2 0.4
H 0.163 1.521 -0.321 0.2 0.1 0.0
C -1.381 -2.966 -1.069 0.2 -1.0 0.2
C -1.699 -1.194 -2.743 0.0 0.2 -1.0
C -2.978 -1.147 -0.644 -0.9 0.3 0.5
N -1.694 -1.528 -1.293 0.6 0.4 0.3
H -0.408 -3.227 -1.520 -0.4 0.3 0.2
H -2.162 -3.593 -1.532 0.3 0.4 0.2
H -1.341 -3.193 0.009 -0.1 0.3 -0.5
H -2.490 -1.768 -3.254 0.3 0.2 0.4
H -1.892 -0.118 -2.893 0.1 -0.5 0.3
H -0.728 -1.444 -3.203 -0.4 0.1 0.4
H -3.806 -1.720 -1.094 0.5 0.2 0.1
H -2.948 -1.363 0.437 0.2 0.0 -0.5
H -3.179 -0.071 -0.782 0.3 -0.5 0.0
H -0.936 -0.968 -0.843 -0.6 -0.4 -0.3
```
Forces are in eV/Å.

Output
energy: -410.62642 Ha
energy above the lowest of the compared OMol25 structures with the same formula, charge and spin: 0.0 kcal per mole
net charge: +1

Here are the Mulliken charges for atoms 1 to 2, given in e:
1. C -0.7174
2. C -0.3196


Q: Which of these has the lowest energy?
A: C8H6Br2O2S


Q: Which of these has the lowest energy?
A: C8H6Br2O2S


Q: The lowest energy belongs to which entry?
A: C8H6Br2O2S